The following is a DFT calculation (ωB97M-V/def2-TZVPD) of a single C3H3N3O3 molecule.

Values from the calculation:
gap between HOMO and LUMO: 9.395 eV
SMILES string: [O-]C1=NN=C[C@H]2O[N@@+]12O
calculated total energy: -13764.4261 eV
HOMO energy: -9.25 eV

```
! RIJCOSX wB97M-V def2-TZVPD def2/J DEFGRID3
* xyz 0 1
O 2.89015 0.00894 -0.05680
C 1.77720 -0.26044 -0.52456
N 1.25303 -0.05497 -1.69061
N -0.10558 -0.03786 -2.01381
C -0.95162 -0.52368 -1.21573
C -0.42734 -1.12655 0.16745
O 0.35881 -2.10285 0.09068
N 0.87297 -0.90902 0.56506
O 1.27604 -1.03917 1.73581
H -1.99540 -0.63129 -1.54143
H -1.32225 -1.04816 0.86788
H 2.21830 -0.81462 1.54249
*
```

These are the Mulliken partial charges, in e, on atoms 1 to 8: -0.6507 0.5635 -0.4579 -0.3176 -0.2675 0.0661 -0.3836 0.7262

***

The following is a DFT calculation (ωB97M-V/def2-TZVPD) of a single C3H3N3O3 molecule.

Values from the calculation:
gap between HOMO and LUMO: 9.386 eV
SMILES string: O=[N+]([O-])[C@]1(O)C=CN=N1
calculated total energy: -13766.7235 eV
HOMO energy: -10.56 eV

```
! RIJCOSX wB97M-V def2-TZVPD def2/J DEFGRID3
* xyz 0 1
O 2.45797 -0.76375 -0.55783
N 1.57894 0.10910 -0.42516
O 1.60667 1.23543 -0.81345
C 0.29190 -0.24698 0.32412
O 0.45117 -1.36059 1.06121
C -0.96074 -0.27018 -0.68732
C -1.71070 0.70666 -0.26338
N -1.16215 1.40188 0.81915
N -0.04596 0.87840 1.18328
H 1.33224 -1.67045 1.08769
H -1.14749 -1.09442 -1.24294
H -2.69183 1.07490 -0.48538
*
```

These are the Mulliken partial charges, in e, on atoms 1 to 8: -0.5972 0.8607 -0.4951 0.9892 -0.4762 -0.7183 -0.2997 -0.2502

***

The following is a DFT calculation (ωB97M-V/def2-TZVPD) of a molecular structure, C3H3N3OS.

Values from the calculation:
gap between HOMO and LUMO: 8.709 eV
calculated total energy: -20509.1640 eV
HOMO energy: -8.99 eV

```
! RIJCOSX wB97M-V def2-TZVPD def2/J DEFGRID3
* xyz 0 1
C -0.35023 -1.27052 0.46909
C -0.02543 0.12329 0.29076
C -1.20321 0.96508 0.34273
H 0.88784 -4.09366 0.74164
H -1.25632 -1.65818 0.71689
H -2.12477 0.72809 1.02116
N 0.59150 -2.20284 0.51507
N -1.08098 2.03989 -0.35333
N 1.02471 0.49269 -0.37477
O 0.18846 -3.39540 0.98262
S 0.41951 1.93573 -0.96656
*
```

These are the Mulliken partial charges, in e, on atoms 1 to 8: -0.3860 0.7548 -0.1498 0.3751 0.4786 0.2953 -0.3458 -0.4215

***

The following is a DFT calculation (ωB97M-V/def2-TZVPD) of a single C3H3N3S molecule.

Values from the calculation:
gap between HOMO and LUMO: 8.374 eV
SMILES string: C1=NC=NSC=N1
calculated total energy: -18461.4389 eV
HOMO energy: -9.04 eV

```
! RIJCOSX wB97M-V def2-TZVPD def2/J DEFGRID3
* xyz 0 1
C -0.79064 -1.00498 1.26397
N -0.25141 -1.67413 0.36594
C 0.31708 -1.39650 -0.92060
N 0.90313 -0.30964 -1.35344
S 0.87757 1.26143 -0.44103
C -0.74754 1.28716 0.48142
N -1.36732 0.28439 1.14578
H -0.50701 -1.67832 2.10808
H 0.12182 -2.21701 -1.63314
H -1.32016 2.29401 0.52482
*
```

These are the Mulliken partial charges, in e, on atoms 1 to 8: 0.2072 -0.4293 0.1614 -0.3967 -0.0035 -0.0578 -0.5002 0.3417

***

The following is a DFT calculation (ωB97M-V/def2-TZVPD) of a single C3H3N3S molecule.

Values from the calculation:
gap between HOMO and LUMO (spin up / spin down): 7.071 / 6.403 eV
calculated total energy: -18460.5112 eV
HOMO energy (spin up / spin down): -6.94 / -8.18 eV

```
! RIJCOSX wB97M-V def2-TZVPD def2/J DEFGRID3
* xyz 0 3
C -0.94811 0.36825 -0.00370
C -1.11067 -1.00631 0.03938
C 0.28115 1.03448 -0.03965
N -0.03816 -1.77971 0.00988
N 1.11535 -1.69927 -0.02901
N 1.45032 0.43064 -0.01990
S 2.89393 1.03552 0.02562
H -1.84169 0.97703 -0.00511
H -2.07372 -1.48565 0.09548
H 0.27161 2.12502 -0.07298
*
```

These are the Mulliken partial charges, in e, on atoms 1 to 8: -0.4826 -0.2697 0.2109 0.1900 -0.3158 -0.2691 -0.1189 0.3003

***

The following is a DFT calculation (ωB97M-V/def2-TZVPD) of a single C3H3N5 molecule.

Values from the calculation:
gap between HOMO and LUMO: 9.946 eV
SMILES string: c1cn2nn[nH]c2n1
calculated total energy: -10608.0386 eV
HOMO energy: -9.00 eV

```
! RIJCOSX wB97M-V def2-TZVPD def2/J DEFGRID3
* xyz 0 1
C 1.75674 -0.09874 0.00550
C 1.06146 1.08405 -0.00231
N -0.26103 0.65956 -0.03081
N -1.51575 1.14970 -0.00973
N -2.31986 0.14534 0.01436
N -1.57871 -1.00469 0.00779
C -0.24614 -0.70335 -0.01437
N 0.95369 -1.22639 0.00119
H 2.83414 -0.24093 -0.01365
H 1.33919 2.13341 0.07586
H -2.02373 -1.89796 -0.03382
*
```

These are the Mulliken partial charges, in e, on atoms 1 to 8: -0.3517 -0.0733 0.6392 -0.5643 -0.2836 0.0888 0.1535 -0.6438

***

The following is a DFT calculation (ωB97M-V/def2-TZVPD) of a single C3H3N5 molecule.

Values from the calculation:
gap between HOMO and LUMO: 8.272 eV
SMILES string: [H]/N=c1/cnnncn1
calculated total energy: -10602.8313 eV
HOMO energy: -10.11 eV

```
! RIJCOSX wB97M-V def2-TZVPD def2/J DEFGRID3
* xyz 0 1
H 2.80117 0.30938 -0.50845
N 2.30233 -0.45634 -0.45179
C 0.90531 -0.12197 -0.23246
C -0.12831 -1.17518 0.19864
N -1.46784 -1.39507 0.30786
N -2.23535 -0.44493 -0.52444
N -1.68971 0.78030 -0.62393
C -0.72774 1.32991 0.31609
N 0.53362 1.08611 0.22527
H 0.62657 -2.15907 0.49925
H -0.92005 2.24686 0.79395
*
```

These are the Mulliken partial charges, in e, on atoms 1 to 8: 0.2713 -0.5731 0.4072 0.0825 -0.3325 -0.0458 -0.1343 -0.0144

***

The following is a DFT calculation (ωB97M-V/def2-TZVPD) of a single C3H3N5 molecule.

Values from the calculation:
gap between HOMO and LUMO: 8.645 eV
SMILES string: [H]/N=c1/cnncnn1
calculated total energy: -10604.2361 eV
HOMO energy: -9.66 eV

```
! RIJCOSX wB97M-V def2-TZVPD def2/J DEFGRID3
* xyz 0 1
H 2.40914 -0.98410 0.55208
N 2.16634 0.11248 0.52174
C 1.06712 0.14473 0.00561
C 0.23068 1.22816 -0.35189
N -1.05795 1.29894 -0.35456
N -1.85760 0.52688 0.30233
C -1.51239 -0.78475 0.39315
N -0.50177 -1.40636 -0.45440
N 0.53259 -0.80772 -0.80016
H 0.78046 2.25607 -0.55326
H -2.25663 -1.58434 0.73937
*
```

These are the Mulliken partial charges, in e, on atoms 1 to 8: 0.2900 -0.5973 0.4652 0.0552 -0.3284 -0.2592 0.0130 -0.1240

***

The following is a DFT calculation (ωB97M-V/def2-TZVPD) of 3 unconnected molecules or ions with the total composition C3H3N5O.

Values from the calculation:
gap between HOMO and LUMO: 8.333 eV
calculated total energy: -12649.1406 eV
HOMO energy: -9.36 eV

```
! RIJCOSX wB97M-V def2-TZVPD def2/J DEFGRID3
* xyz 0 1
C -1.30731 -0.14269 -0.20771
C 0.57696 0.86756 -0.17403
C 0.17548 -0.43735 -0.17333
H -1.83635 -2.02497 0.72899
H -0.60207 2.79129 0.91296
H 1.56161 -2.15140 -0.13774
N -1.57001 1.02532 -0.18551
N -0.42271 1.72396 -0.27683
N 1.91818 0.85963 -0.01539
N 2.43092 -0.32659 -0.19094
N 1.38921 -1.13393 -0.13480
O -2.31391 -1.05084 -0.14566
*
```

These are the Mulliken partial charges, in e, on atoms 1 to 8: 0.3584 0.2243 0.4980 0.3742 0.3643 0.2343 -0.3606 -0.3879

***

The following is a DFT calculation (ωB97M-V/def2-TZVPD) of a single C3H3N5O molecule.

Values from the calculation:
gap between HOMO and LUMO: 6.894 eV
SMILES string: Nc1nnncc(=O)n1
calculated total energy: -12651.6692 eV
HOMO energy: -10.15 eV

```
! RIJCOSX wB97M-V def2-TZVPD def2/J DEFGRID3
* xyz 0 1
N -2.24946 -0.80879 0.11194
C -1.03364 -0.34103 -0.40855
N -1.10169 0.97890 -0.50405
N 0.06681 1.76501 -0.85031
N 1.10133 1.79799 0.16739
C 1.67934 0.63259 0.33379
C 1.25338 -0.74522 -0.29249
O 2.25688 -1.42288 -0.52489
N -0.01997 -1.18608 -0.36652
H -2.68831 0.07359 0.34588
H -1.80232 -1.25090 0.93902
H 2.53763 0.50682 1.04879
*
```

These are the Mulliken partial charges, in e, on atoms 1 to 8: -0.5794 0.7904 -0.2678 -0.1494 -0.2058 0.0713 0.4490 -0.5458

***

The following is a DFT calculation (ωB97M-V/def2-TZVPD) of 2 unconnected molecules or ions with the total composition C3H3NO.

Values from the calculation:
gap between HOMO and LUMO: 10.206 eV
SMILES string: C=C=O.C#N
calculated total energy: -6694.0501 eV
HOMO energy: -9.43 eV

```
! RIJCOSX wB97M-V def2-TZVPD def2/J DEFGRID3
* xyz 0 1
C -0.66662 -0.57806 0.70027
C -0.99110 -0.87697 -0.49166
O -1.12841 -1.36706 -1.52722
H -0.08534 0.29836 0.54636
H -1.21709 -0.68338 1.51848
C 1.33336 1.08906 -0.24324
N 1.97529 0.36846 0.36031
H 0.77991 1.74960 -0.86329
*
```

Which charges does Mulliken predict for the atoms? In e, they are: -0.9196 0.7867 -0.3707 0.0959 0.3629 0.0470 -0.3086 0.3064

***

The following is a DFT calculation (ωB97M-V/def2-TZVPD) of 2 unconnected molecules or ions with the total composition C3H3NO.

Values from the calculation:
gap between HOMO and LUMO (spin up / spin down): 8.573 / 7.732 eV
calculated total energy: -6691.3333 eV
HOMO energy (spin up / spin down): -9.12 / -8.96 eV

```
! RIJCOSX wB97M-V def2-TZVPD def2/J DEFGRID3
* xyz 0 1
C 0.49311 0.41679 -0.43789
C 1.48575 1.00576 -1.14564
C -1.26490 -0.78555 0.81975
N 1.56513 0.56954 0.19818
O 2.00366 1.42890 -2.13816
H -0.63910 -0.95340 1.59555
H -1.51291 -1.64163 0.14796
H -2.13075 -0.04040 0.96026
*
```

Which charges does Mulliken predict for the atoms? In e, they are: -0.1619 0.7411 -0.6965 -0.2910 -0.4688 0.3537 0.2692 0.2543

***

The following is a DFT calculation (ωB97M-V/def2-TZVPD) of a single C3H3NO molecule.

Values from the calculation:
gap between HOMO and LUMO: 9.412 eV
SMILES string: Nc1cc1=O
calculated total energy: -6694.5776 eV
HOMO energy: -8.65 eV

```
! RIJCOSX wB97M-V def2-TZVPD def2/J DEFGRID3
* xyz 0 1
N -0.40820 -0.78767 -0.00012
C 0.80600 -0.28275 0.00901
C 1.40448 0.95994 0.00226
C 2.48128 0.11974 0.00085
O 3.51357 -0.44872 -0.00160
H -1.24050 -0.21168 0.03992
H -0.54990 -1.78284 -0.02139
H 1.20469 2.01258 -0.01944
*
```

Which charges does Mulliken predict for the atoms? In e, they are: -0.3858 0.1177 -0.5672 0.5629 -0.4692 0.2146 0.2208 0.3063

***

The following is a DFT calculation (ωB97M-V/def2-TZVPD) of a molecular structure, C3H3NO.

Values from the calculation:
gap between HOMO and LUMO: 9.676 eV
calculated total energy: -6693.2200 eV
HOMO energy: -9.48 eV

```
! RIJCOSX wB97M-V def2-TZVPD def2/J DEFGRID3
* xyz 0 1
O 0.63081 1.54782 -1.05198
C 0.61994 0.28387 -0.69051
C -0.12782 -0.00277 0.56253
C -0.80300 -1.29595 0.43052
N -1.34950 -2.30711 0.31703
H 1.20560 1.06890 -1.73809
H -0.82364 0.79420 0.83274
H 0.64761 -0.08896 1.33777
*
```

Which charges does Mulliken predict for the atoms? In e, they are: -0.2749 -0.6446 0.0717 0.1504 -0.3496 0.6240 0.2199 0.2031

***

The following is a DFT calculation (ωB97M-V/def2-TZVPD) of a molecular structure, C3H3NO.

Values from the calculation:
gap between HOMO and LUMO: 9.527 eV
calculated total energy: -6693.5321 eV
HOMO energy: -10.44 eV

```
! RIJCOSX wB97M-V def2-TZVPD def2/J DEFGRID3
* xyz 0 1
C -1.02779 -0.12328 -0.11599
C 0.36761 0.21028 -0.10582
O 0.60409 1.21911 -0.80171
C 1.46032 -0.49781 0.53131
N 2.32908 -1.07018 1.03539
H -1.61756 0.58730 0.46242
H -0.76260 0.84096 -1.06199
H -1.35314 -1.16638 0.05639
*
```

Which charges does Mulliken predict for the atoms? In e, they are: -1.0787 0.7395 -0.4910 0.1450 -0.2995 0.3069 0.4006 0.2771

***

The following is a DFT calculation (ωB97M-V/def2-TZVPD) of a single C3H3NO molecule.

Values from the calculation:
gap between HOMO and LUMO: 10.440 eV
SMILES string: N#C/C=C\O
calculated total energy: -6693.5431 eV
HOMO energy: -9.99 eV

```
! RIJCOSX wB97M-V def2-TZVPD def2/J DEFGRID3
* xyz 0 1
N 2.31118 1.02372 0.09553
C 1.27415 0.57025 -0.00834
C 0.15252 -0.00528 -0.58592
C -1.13038 0.27752 -0.27763
O -1.90781 1.29758 0.34917
H -0.00194 -0.78711 -1.42565
H -1.81684 -0.41500 -0.57569
H -1.43061 1.77789 0.73209
*
```

Which charges does Mulliken predict for the atoms? In e, they are: -0.3790 0.2798 -0.2221 -0.1257 -0.3623 0.2346 0.3667 0.2080

***

The following is a DFT calculation (ωB97M-V/def2-TZVPD) of a single C3H3NO molecule.

Values from the calculation:
gap between HOMO and LUMO: 10.400 eV
SMILES string: c1cocn1
calculated total energy: -6694.9634 eV
HOMO energy: -9.40 eV

```
! RIJCOSX wB97M-V def2-TZVPD def2/J DEFGRID3
* xyz 0 1
C 1.02772 -0.33020 -0.19050
C 0.43820 -0.28290 1.04442
O -0.77366 0.03275 0.75059
C -0.86965 0.37389 -0.57706
N 0.28542 0.25658 -1.21626
H 1.95960 -0.90489 -0.46817
H 0.41661 -0.74472 1.90013
H -1.76248 1.02679 -0.58406
*
```

Which charges does Mulliken predict for the atoms? In e, they are: -0.2888 -0.1033 -0.2699 0.0929 -0.4823 0.3148 0.4243 0.3123

***

The following is a DFT calculation (ωB97M-V/def2-TZVPD) of a single C3H3NO molecule.

Values from the calculation:
gap between HOMO and LUMO: 9.954 eV
SMILES string: Cc1nc1=O
calculated total energy: -6694.4191 eV
HOMO energy: -9.56 eV

```
! RIJCOSX wB97M-V def2-TZVPD def2/J DEFGRID3
* xyz 0 1
C 0.68213 -0.86404 -0.28002
C -0.30233 0.03142 0.26618
N -1.26544 0.17936 1.15945
C -0.93993 1.23942 0.35863
O -1.27535 2.35771 -0.15663
H 1.65343 -0.35903 0.19401
H 0.90823 -0.67857 -1.38009
H 0.53926 -1.90628 -0.16153
*
```

Which charges does Mulliken predict for the atoms? In e, they are: -0.8327 0.4046 -0.4745 0.6463 -0.5945 0.2389 0.2881 0.3238

***

The following is a DFT calculation (ωB97M-V/def2-TZVPD) of 2 unconnected molecules or ions with the total composition C3H3NO2.

Values from the calculation:
gap between HOMO and LUMO: 9.233 eV
calculated total energy: -8740.3216 eV
HOMO energy: -9.40 eV

```
! RIJCOSX wB97M-V def2-TZVPD def2/J DEFGRID3
* xyz 0 1
O 1.55757 -0.11260 -0.05382
C 0.68122 0.83195 -0.28783
C 0.72370 2.01387 -1.04257
O -0.53114 0.85454 -0.01461
C -1.47230 -1.85988 0.50130
N -0.36603 -2.17646 0.55686
H 1.09037 -0.90422 0.29357
H 0.81280 2.90030 -0.40317
H -2.49620 -1.54750 0.45028
*
```

These are the Mulliken partial charges, in e, on atoms 1 to 8: -0.4190 0.7608 -0.4423 -0.4894 0.2089 -0.5381 0.4450 0.1831

***

The following is a DFT calculation (ωB97M-V/def2-TZVPD) of a molecular structure, C3H3NO2.

Values from the calculation:
gap between HOMO and LUMO (spin up / spin down): 8.753 / 8.753 eV
calculated total energy: -8741.1729 eV
HOMO energy (spin up / spin down): -8.86 / -8.86 eV

```
! RIJCOSX wB97M-V def2-TZVPD def2/J DEFGRID3
* xyz 0 1
O -0.68303 1.56360 0.46609
C -0.22967 0.34287 0.08554
C -0.94907 -0.80921 0.06386
O -0.23024 -1.86353 -0.21692
C 1.13082 0.02780 -0.17258
N 1.39853 -1.16862 -0.55590
H -0.29553 2.22065 -0.12338
H 1.87872 0.72837 0.20088
H -2.03392 -0.81172 0.22465
*
```

These are the Mulliken partial charges, in e, on atoms 1 to 8: -0.5352 0.2950 -0.0674 -0.4196 -0.0553 -0.3079 0.3349 0.3736

***

Energy above the lowest of the compared OMol25 structures with the same formula, charge and spin? In order: 890.6, 669.0, 406.7, 351.6, 11.4, 80.0, 582.4, 446.8, 665.0, 421.1, 235.6, 497.7, 184.7, 315.7, 285.6, 284.5, 147.5, 200.0, 464.0, 381.9 kJ/mol.